Arrangement i

This record from OMol25 describes an isolated molecule of CH2F3N. The level of theory is ωB97M-V/def2-TZVPD.

Geometry as ORCA input:
```
! wB97M-V def2-TZVPD RIJCOSX def2/J DEFGRID3
* xyz 0 1
F -2.323 -0.149 1.156
F -2.337 0.043 -1.135
F -0.463 1.615 0.019
N -1.584 -0.445 -0.045
C -0.343 0.248 0.042
H 0.306 -0.163 -0.789
H -0.003 0.193 1.112
*
```

The HOMO energy comes out at -11.5 eV. The LUMO energy is 0.7459 eV. Its frontier orbital gap is 12.20 eV. As for the SMILES: FCN(F)F.



Arrangement ii

This record from OMol25 describes a cluster of 2 separate species, CH2F3N in total. The level of theory is ωB97M-V/def2-TZVPD.

Geometry as ORCA input:
```
! wB97M-V def2-TZVPD RIJCOSX def2/J DEFGRID3
* xyz 0 1
F 1.915 -1.450 -0.421
F -0.450 -2.666 -0.270
F 0.545 -1.213 -2.158
N 0.374 0.051 -0.218
C 0.769 -1.042 -0.870
H -0.559 0.501 -0.504
H 0.864 -0.024 0.673
*
```

The HOMO energy comes out at -10.5 eV. The LUMO energy is 0.1858 eV. Its frontier orbital gap is 10.69 eV.



Arrangement iii

This record from OMol25 describes a cluster of 2 separate species, CH2F3N in total. The level of theory is ωB97M-V/def2-TZVPD.

Geometry as ORCA input:
```
! wB97M-V def2-TZVPD RIJCOSX def2/J DEFGRID3
* xyz 0 1
F 2.717 0.376 0.076
F -1.247 -1.798 0.138
F 1.885 -1.535 0.181
N 0.503 0.220 -0.324
C 1.597 -0.328 -0.065
H -1.260 -0.847 0.090
H 0.587 1.216 -0.346
*
```

The HOMO energy comes out at -12.1 eV. The LUMO energy is 0.6850 eV. Its frontier orbital gap is 12.83 eV. As for the SMILES: N=C(F)F.F.



Arrangement iv

This record from OMol25 describes a cluster of 2 separate species, CH2F3N in total. The level of theory is ωB97M-V/def2-TZVPD.

Geometry as ORCA input:
```
! wB97M-V def2-TZVPD RIJCOSX def2/J DEFGRID3
* xyz 0 1
F -1.101 -0.582 -1.143
F -0.965 1.635 0.137
F -1.009 -0.898 1.004
N 0.899 -0.267 -0.008
C -0.435 -0.459 -0.028
H 1.360 0.279 -0.692
H 1.251 0.293 0.730
*
```

The HOMO energy comes out at -10.1 eV. The LUMO energy is 0.1747 eV. Its frontier orbital gap is 10.32 eV.



It is arrangement iii that is the most stable of them.



Arrangement i

This record from OMol25 describes a cluster of 2 separate species, C2H3N2P in total. The level of theory is ωB97M-V/def2-TZVPD.

Geometry as ORCA input:
```
! wB97M-V def2-TZVPD RIJCOSX def2/J DEFGRID3
* xyz 0 1
P 0.040 2.622 -0.730
N 0.268 1.090 -0.976
N -0.308 -2.082 0.503
C -0.677 -1.868 1.558
C -0.023 -0.042 -1.244
H 1.516 2.821 -1.127
H -0.199 -0.948 -0.571
H -0.616 -1.593 2.587
*
```

The HOMO energy comes out at -7.3 eV. The LUMO energy is 0.3105 eV. Its frontier orbital gap is 7.56 eV.



Arrangement ii

This record from OMol25 describes an isolated molecule of C2H3N2P. The level of theory is ωB97M-V/def2-TZVPD.

Geometry as ORCA input:
```
! wB97M-V def2-TZVPD RIJCOSX def2/J DEFGRID3
* xyz 0 1
P 1.028 -0.977 -0.024
N -0.829 0.707 -0.165
N -0.770 -0.699 0.101
C 0.512 0.993 -0.050
C 1.752 0.783 0.153
H -1.114 -0.939 1.037
H 0.914 -1.116 -1.428
H -1.493 1.249 0.376
*
```

The HOMO energy comes out at -8.6 eV. The LUMO energy is -0.0353 eV. Its frontier orbital gap is 8.54 eV. As for the SMILES: C1=C2NN[P@H]=12.



It is arrangement i that is the most stable of them.



Arrangement i

This record from OMol25 describes a cluster of 4 separate species, C4H15NO3 in total. The level of theory is ωB97M-V/def2-TZVPD.

Geometry as ORCA input:
```
! wB97M-V def2-TZVPD RIJCOSX def2/J DEFGRID3
* xyz 0 1
O 1.760 -3.164 0.368
O 2.823 0.852 1.927
O -1.460 2.570 -1.585
N -1.636 0.488 0.635
C -0.322 -0.037 0.962
C -0.686 -0.453 -1.383
C -2.001 -0.181 -0.635
C 0.460 -0.170 -0.405
H -2.665 0.475 -1.190
H 1.318 -2.451 -0.121
H 1.055 -1.054 -0.150
H 1.192 0.599 -0.648
H 0.093 0.591 1.748
H 1.588 -3.941 -0.175
H -0.685 -1.475 -1.763
H 3.240 0.324 1.242
H 3.290 0.746 2.762
H -0.666 2.130 -1.269
H -2.499 -1.108 -0.357
H -0.401 -1.061 1.330
H -0.577 0.184 -2.260
H -1.671 1.464 0.374
H -1.393 3.512 -1.407
*
```

The HOMO energy comes out at -8.7 eV. The LUMO energy is 0.6091 eV. Its frontier orbital gap is 9.34 eV. As for the SMILES: C1CCNC1.O.O.O.



Arrangement ii

This record from OMol25 describes a cluster of 3 separate species, C4H15NO3 in total. The level of theory is ωB97M-V/def2-TZVPD.

Geometry as ORCA input:
```
! wB97M-V def2-TZVPD RIJCOSX def2/J DEFGRID3
* xyz 0 1
O 1.097 -1.431 -2.785
O -0.810 -0.572 3.587
O -2.455 -0.349 -1.752
N -0.476 0.330 -0.636
C 0.341 -0.006 0.507
C 1.812 0.430 0.309
C 2.124 1.826 0.818
C -1.888 -0.015 -0.489
H 1.360 -2.180 -2.229
H 2.398 -0.293 0.897
H 2.014 1.889 1.900
H 1.426 2.561 0.394
H -0.013 -1.045 3.895
H 2.150 0.237 -0.716
H -0.466 1.306 -0.935
H -0.900 0.147 4.223
H 3.132 2.097 0.503
H 0.725 -0.801 -2.150
H -1.707 -0.546 -2.330
H 0.027 0.427 1.461
H -2.034 -0.844 0.197
H -2.463 0.845 -0.124
H 0.314 -1.072 0.697
*
```

The HOMO energy comes out at -9.4 eV. The LUMO energy is 0.4742 eV. Its frontier orbital gap is 9.89 eV. As for the SMILES: CCCNCO.O.O.



It is arrangement ii that is the most stable of them.



Arrangement i

This record from OMol25 describes a cluster of 2 separate species, C3H5ClO2 in total. The level of theory is ωB97M-V/def2-TZVPD.

Geometry as ORCA input:
```
! wB97M-V def2-TZVPD RIJCOSX def2/J DEFGRID3
* xyz 0 1
Cl -3.479 -0.415 0.096
O 2.235 -0.355 -0.604
O 0.312 -1.706 -0.074
C -2.451 0.830 -0.229
C 1.753 0.410 0.467
C 0.902 -0.464 -0.334
H 1.735 1.423 0.254
H 2.076 0.191 1.441
H -2.752 1.778 -0.608
H 0.969 -2.498 -0.308
H -1.302 0.806 -0.101
*
```

The HOMO energy (alpha / beta) comes out at -8.0 / -8.4 eV. The LUMO energy (alpha / beta) is -0.1399 / 0.3477 eV. Its frontier orbital gap (alpha / beta) is 7.86 / 8.76 eV.



Arrangement ii

This record from OMol25 describes an isolated molecule of C3H5ClO2. The level of theory is ωB97M-V/def2-TZVPD.

Geometry as ORCA input:
```
! wB97M-V def2-TZVPD RIJCOSX def2/J DEFGRID3
* xyz 0 1
Cl 3.143 -0.465 -0.041
O 0.726 0.413 -0.101
O -1.606 0.224 0.150
C 1.997 0.840 -0.330
C -0.427 1.017 0.052
C -1.430 -1.143 -0.070
H 2.211 1.688 0.145
H -0.403 2.082 0.378
H -0.775 -1.681 0.540
H -1.104 -1.499 -1.007
H -2.332 -1.477 0.283
*
```

The HOMO energy (alpha / beta) comes out at -8.0 / -7.2 eV. The LUMO energy (alpha / beta) is 0.7682 / 0.0567 eV. Its frontier orbital gap (alpha / beta) is 8.77 / 7.23 eV.



It is arrangement ii that is the most stable of them.



Arrangement i

This record from OMol25 describes a cluster of 2 separate species, C3H8N2OS in total. The level of theory is ωB97M-V/def2-TZVPD.

Geometry as ORCA input:
```
! wB97M-V def2-TZVPD RIJCOSX def2/J DEFGRID3
* xyz 0 1
S -1.419 0.969 -0.077
O 2.552 0.794 -0.377
N 0.738 0.241 0.863
N 1.117 -0.773 0.310
C 2.305 -0.579 -0.489
C 1.583 1.329 0.458
C -2.494 -0.410 0.459
H -2.948 -0.639 -0.517
H -1.929 -1.132 1.128
H -1.889 1.156 -1.266
H 3.093 -1.148 0.058
H 1.870 1.771 1.422
H 0.905 1.926 -0.012
H 2.405 -0.850 -1.577
H -3.308 -0.177 1.108
*
```

The HOMO energy comes out at -8.7 eV. The LUMO energy is 0.8707 eV. Its frontier orbital gap is 9.56 eV. As for the SMILES: C1N=NCO1.CS.



Arrangement ii

This record from OMol25 describes an isolated molecule of C3H8N2OS. The level of theory is ωB97M-V/def2-TZVPD.

Geometry as ORCA input:
```
! wB97M-V def2-TZVPD RIJCOSX def2/J DEFGRID3
* xyz 0 1
S -0.777 1.002 -0.788
O -2.932 -0.851 -0.170
N -1.640 -1.361 0.132
N 0.588 -0.887 0.401
C -0.062 2.044 0.504
C 1.730 -1.134 -0.565
C -0.652 -0.568 -0.055
H 2.506 -1.331 0.114
H 1.579 -1.923 -1.324
H 0.416 -1.725 1.001
H 0.833 1.664 0.956
H 0.127 3.067 0.084
H -2.813 0.096 -0.411
H 1.912 -0.219 -1.152
H -0.815 2.128 1.274
*
```

The HOMO energy comes out at -8.8 eV. The LUMO energy is 0.6647 eV. Its frontier orbital gap is 9.48 eV. As for the SMILES: CN/C(=N/O)SC.



Arrangement iii

This record from OMol25 describes a cluster of 2 separate species, C3H8N2OS in total. The level of theory is ωB97M-V/def2-TZVPD.

Geometry as ORCA input:
```
! wB97M-V def2-TZVPD RIJCOSX def2/J DEFGRID3
* xyz 0 1
S 0.514 -2.757 -0.499
O 0.536 1.971 0.846
N 1.670 -0.039 0.502
N -1.278 1.599 -1.003
C -0.752 -0.103 0.761
C 0.556 0.769 0.526
C -0.531 0.448 -0.604
H 0.557 -4.122 -0.537
H -2.277 1.564 -0.918
H 1.589 -1.011 0.218
H -1.384 0.325 1.535
H -0.246 -0.247 -1.390
H -0.665 -1.204 0.718
H -0.867 2.421 -0.543
H 2.580 0.386 0.388
*
```

The HOMO energy comes out at -7.8 eV. The LUMO energy is -3.3083 eV. Its frontier orbital gap is 4.48 eV.



It is arrangement ii that is the most stable of them.